Record 1
C13H24F6N4O9S2V as an isolated structure in a non-equilibrium geometry. Source: the Open Molecules 2025 dataset; level of theory: ωB97M-V/def2-TZVPD.

```
59
C13H24F6N4O9S2V ωB97M-V/def2-TZVPD
V -1.494 -18.518 8.043
C -3.029 -16.223 10.803
F -3.096 -16.615 12.059
F -3.498 -15.036 10.593
F -1.745 -16.265 10.472
S -4.019 -17.521 9.814
O -3.736 -18.798 10.411
O -5.391 -17.093 9.928
N -3.328 -17.436 8.247
S -4.127 -16.573 7.221
O -4.834 -15.420 7.717
O -3.298 -16.276 6.075
C -5.384 -17.865 6.576
F -4.709 -18.605 5.679
F -5.893 -18.628 7.512
F -6.355 -17.268 5.887
C 0.743 -19.696 4.749
C -0.127 -19.373 5.943
O -1.169 -18.678 5.846
O 0.183 -19.794 7.100
H 0.334 -20.647 4.397
H 1.786 -19.786 5.036
H 0.611 -18.960 3.961
C -3.449 -21.314 7.533
O -2.566 -20.601 7.950
N -3.355 -22.117 6.447
C -4.595 -22.582 5.861
C -2.245 -21.928 5.503
H -4.426 -21.502 8.005
H -4.490 -23.391 5.139
H -5.097 -21.800 5.277
H -5.309 -22.886 6.625
H -2.564 -21.228 4.733
H -1.324 -21.752 6.051
H -2.078 -22.901 5.031
C 0.353 -18.675 10.693
O -0.582 -18.803 9.926
N 0.341 -19.115 11.963
C 1.491 -18.986 12.817
C -0.826 -19.732 12.517
H 1.282 -18.143 10.437
H 1.257 -18.365 13.689
H 2.323 -18.465 12.344
H 1.849 -19.924 13.243
H -1.142 -19.334 13.487
H -1.738 -19.692 11.924
H -0.613 -20.794 12.699
C 0.579 -15.987 7.273
O -0.196 -16.696 7.899
N 1.873 -16.203 7.049
C 2.480 -17.476 7.426
C 2.656 -15.197 6.387
H 0.234 -15.090 6.731
H 2.641 -18.058 6.519
H 1.820 -18.052 8.067
H 3.408 -17.323 7.976
H 2.387 -15.001 5.344
H 2.591 -14.206 6.849
H 3.730 -15.372 6.382
```

Values from the calculation:
orbital gap (spin up / spin down)	7.6 / 9.7	eV
spin multiplicity	4
ΔE to the lowest compared entry with this formula, charge and spin	13.5	kcal per mole

---

Record 2
A 2-piece molecular cluster, C24H30N3 overall in a non-equilibrium geometry. Source: the Open Molecules 2025 dataset; level of theory: ωB97M-V/def2-TZVPD.

```
57
C24H30N3 ωB97M-V/def2-TZVPD
C -2.706 0.758 3.345
C -1.461 1.566 3.265
C -0.210 0.993 3.551
N -0.189 -0.380 3.836
C -1.015 -1.276 3.196
N -0.600 -2.484 3.632
C -1.130 -3.754 3.206
C 0.444 -2.363 4.561
C 0.690 -1.052 4.700
C 0.993 1.701 3.380
C 2.335 1.043 3.428
C 0.905 3.052 3.033
C -0.329 3.669 2.820
C -0.360 5.120 2.461
C -1.505 2.920 2.926
H -3.523 1.319 2.877
H -2.582 -0.228 2.812
H -3.001 0.542 4.386
H -1.738 -3.618 2.304
H -0.300 -4.439 2.995
H -1.747 -4.213 3.992
H 0.914 -3.214 5.012
H 1.388 -0.538 5.330
H 3.078 1.765 3.060
H 2.638 0.768 4.448
H 2.402 0.154 2.781
H 1.828 3.622 2.910
H -1.391 5.466 2.376
H 0.155 5.713 3.225
H 0.154 5.295 1.508
H -2.473 3.396 2.733
C -6.373 -0.824 0.486
N -5.299 -1.595 -0.128
C -5.675 -2.728 -0.965
C -4.028 -1.268 0.075
C -2.936 -2.006 -0.412
C -1.613 -1.653 -0.190
C -0.506 -2.263 -0.877
C 0.765 -1.631 -0.906
C 1.838 -2.198 -1.586
C 1.680 -3.419 -2.262
C 0.425 -4.045 -2.282
C -0.655 -3.472 -1.614
H -7.324 -1.264 0.178
H -6.308 -0.842 1.585
H -6.340 0.229 0.173
H -6.769 -2.761 -0.986
H -5.287 -2.605 -1.988
H -5.280 -3.672 -0.558
H -3.844 -0.348 0.645
H -3.158 -2.867 -1.050
H -1.403 -0.791 0.444
H 0.872 -0.674 -0.390
H 2.807 -1.697 -1.584
H 2.528 -3.879 -2.770
H 0.291 -4.989 -2.813
H -1.628 -3.960 -1.645
```

Values from the calculation:
total charge	+1
orbital gap	5.8	eV
spin multiplicity	1
ΔE to the lowest compared entry with this formula, charge and spin	59.2	kcal per mole

---

Record 3
An isolated molecule of C8H17N5O3 in a non-equilibrium geometry. Source: the Open Molecules 2025 dataset; level of theory: ωB97M-V/def2-TZVPD.

```
33
C8H17N5O3 ωB97M-V/def2-TZVPD
C 0.133 0.041 -1.630
C 0.049 1.295 -0.640
C 0.808 -1.171 -0.940
C -0.087 -2.011 -0.039
C -0.070 -1.418 1.392
C 1.802 -0.705 2.907
C -1.903 2.231 -1.945
C -3.189 1.447 -1.568
H 0.576 1.261 -3.141
H 1.032 -0.288 -3.403
H -0.865 -0.200 -1.976
H 1.667 -0.893 -0.352
H 1.220 -1.816 -1.731
H 0.170 -3.085 -0.116
H -1.143 -1.927 -0.434
H -0.334 -0.379 1.428
H -0.815 -2.014 1.969
H 1.452 -2.487 2.453
H 1.403 1.038 1.958
H 3.171 -0.497 4.312
H 2.795 -2.168 4.007
H -0.736 3.071 -0.362
H -1.579 1.887 -2.918
H -2.234 3.227 -2.204
H -2.501 1.308 0.158
N 1.013 0.460 -2.737
N 1.196 -1.585 2.078
N 1.785 0.580 2.859
N 2.516 -1.220 4.008
N -0.823 2.257 -0.956
O 0.873 1.434 0.257
O -4.061 1.283 -2.403
O -3.323 1.041 -0.291
```

Values from the calculation:
SMILES string	[H]/N=C(/N)NCCC[C@H](N)C(=O)NCC(=O)O
orbital gap	8.4	eV
spin multiplicity	1
ΔE to the lowest compared entry with this formula, charge and spin	40.2	kcal per mole

---

Record 4
A 3-piece molecular cluster, C21H45IN2O2PS4 overall. Source: the Open Molecules 2025 dataset; level of theory: ωB97M-V/def2-TZVPD.

```
76
C21H45IN2O2PS4 ωB97M-V/def2-TZVPD
C -0.098 1.913 2.819
C -1.041 1.722 1.655
O -1.926 0.896 1.652
N -0.852 2.607 0.573
C 0.353 2.418 -0.250
C 0.771 0.955 -0.395
C 1.675 0.759 -1.606
C 2.387 -0.590 -1.726
C 1.539 -1.856 -1.822
S 0.714 -2.317 -0.258
C 0.512 -1.899 -2.953
P -0.971 -0.699 -2.891
O -1.307 -0.645 -4.494
I -2.722 -2.180 -2.085
S 0.160 -3.694 -3.145
C 1.764 -4.054 -2.730
S 2.441 -5.658 -3.022
N 2.436 -3.060 -2.187
S 4.111 -3.142 -1.772
H -0.527 1.437 3.696
H 0.076 2.970 3.009
H 0.863 1.437 2.610
H -1.680 2.538 -0.009
H 0.112 2.817 -1.237
H 1.176 3.027 0.135
H -0.131 0.349 -0.479
H 1.291 0.609 0.503
H 2.472 1.505 -1.563
H 1.115 0.970 -2.522
H 3.002 -0.555 -2.632
H 3.081 -0.706 -0.892
H 1.833 -2.211 0.475
H 1.063 -1.693 -3.880
H -0.596 -0.868 -5.104
H 1.724 -6.210 -2.026
H 4.550 -2.895 -3.017
C 2.061 -4.783 2.854
C 2.098 -3.456 3.603
C 3.430 -2.719 3.471
C 4.641 -3.473 4.025
C 4.526 -3.864 5.498
C 4.385 -2.670 6.437
H 2.792 -5.496 3.236
H 1.079 -5.251 2.928
H 2.277 -4.625 1.791
H 1.863 -3.623 4.657
H 1.303 -2.806 3.222
H 3.348 -1.746 3.963
H 3.615 -2.504 2.409
H 5.529 -2.847 3.893
H 4.817 -4.373 3.430
H 5.418 -4.433 5.773
H 3.681 -4.544 5.641
H 5.233 -1.990 6.331
H 4.346 -2.993 7.477
H 3.474 -2.103 6.238
C -3.047 2.842 -2.323
C -3.628 4.080 -1.645
C -5.121 3.958 -1.342
C -6.010 3.765 -2.572
C -5.888 4.861 -3.630
C -6.275 6.245 -3.121
H -3.508 2.659 -3.294
H -1.973 2.955 -2.492
H -3.204 1.951 -1.706
H -3.440 4.956 -2.271
H -3.099 4.266 -0.706
H -5.442 4.846 -0.793
H -5.276 3.113 -0.663
H -7.051 3.709 -2.238
H -5.794 2.797 -3.034
H -6.528 4.597 -4.476
H -4.868 4.889 -4.025
H -7.301 6.248 -2.746
H -6.211 6.988 -3.917
H -5.623 6.577 -2.311
```

Values from the calculation:
total charge	+1
orbital gap	7.0	eV
spin multiplicity	1

---

E_tot
In order: -3745.5903 -1096.4975 -814.5446 -3318.7123
Unit: a.u.